Record 1
Entry from OMol25: a structure of composition C40H46CdN8P2SSe2Si (ωB97M-V/def2-TZVPD).

HOMO-LUMO gap = 0.275 Eh
HOMO = -0.2781 hartree
energy relative to the best compared isomer or geometry (same formula, charge and spin) = 56.9 kJ/mol
LUMO = -0.084 eV

```
101
Properties=species:S:1:pos:R:3:forces:R:3:mulliken_charge:R:1
Cd -0.20775 -2.76166 -0.55024 0.187 0.347 -0.116 0.576
Se 1.47255 3.76654 -2.93284 0.030 0.030 -0.291 -0.344
P 0.75045 3.47874 -0.98624 -0.147 0.617 0.121 0.261
C 2.04385 3.90144 0.22846 -0.191 -0.125 -0.222 0.821
C 3.20535 3.13734 0.22936 0.102 -0.111 0.033 -0.702
C 4.27175 3.50614 1.02786 0.066 -0.023 0.031 -0.657
C 4.19445 4.64554 1.81376 0.076 0.058 0.033 -0.580
C 3.04725 5.41784 1.79426 0.114 0.090 0.109 -0.711
C 1.97665 5.05484 0.99826 -0.164 -0.072 -0.031 -0.287
C -0.65755 4.54064 -0.53414 0.310 -0.221 -0.004 0.562
C -1.14225 5.45334 -1.45964 0.098 0.057 -0.025 -0.732
C -2.18105 6.29694 -1.11554 -0.048 0.027 0.003 -0.719
C -2.72015 6.24194 0.15936 -0.003 0.010 0.045 -0.644
C -2.22235 5.34474 1.09146 -0.047 0.132 0.142 -1.063
C -1.19475 4.48514 0.74756 0.121 -0.004 -0.085 0.002
C 0.26535 1.77534 -0.70364 -0.328 -0.304 0.055 0.126
C -0.91315 1.00844 -0.65714 0.187 0.255 0.022 -0.448
N -0.50955 -0.27436 -0.61404 -0.116 -0.373 -0.061 -0.239
N 0.80715 -0.29946 -0.66114 0.126 -0.221 0.012 0.761
N 1.29185 0.91254 -0.72004 0.531 -0.094 0.005 -0.762
P -2.68005 1.30074 -0.54984 -0.489 0.078 0.016 0.125
Se -3.82445 -0.43786 -0.82684 -0.102 -0.154 -0.002 -0.539
C -3.12915 2.56004 -1.78284 0.230 -0.205 0.102 0.675
C -4.42565 3.06764 -1.81554 0.001 0.040 0.122 -0.459
C -4.78585 3.98434 -2.78684 -0.087 -0.001 0.036 -0.977
C -3.88165 4.34134 -3.77644 0.064 -0.028 -0.058 -0.521
C -2.61675 3.77604 -3.79224 -0.092 0.022 -0.147 -0.886
C -2.23715 2.89494 -2.79434 0.012 -0.151 0.043 -0.253
C -2.93565 1.90444 1.15606 0.069 -0.165 -0.232 0.917
C -3.94195 2.78794 1.52336 0.065 -0.131 -0.089 -0.221
C -4.15165 3.07434 2.86106 -0.106 0.003 -0.015 -0.836
C -3.35425 2.49894 3.83496 -0.056 0.022 0.029 -0.552
C -2.35495 1.61124 3.47216 0.023 -0.024 0.069 -0.684
C -2.15985 1.29724 2.14066 0.079 0.020 -0.083 -0.355
H 3.25805 2.26614 -0.40794 0.060 -0.011 0.001 0.585
H 5.17805 2.91804 1.03086 0.071 -0.083 -0.035 0.422
H 5.03855 4.94774 2.41896 0.014 -0.026 0.051 0.395
H 2.98825 6.31394 2.39306 -0.005 0.101 0.048 0.431
H 1.09695 5.67834 0.97096 -0.082 0.055 0.016 0.362
H -0.69745 5.49224 -2.44544 0.024 -0.020 0.003 0.276
H -2.56535 6.99784 -1.84084 -0.051 0.069 -0.066 0.428
H -3.52685 6.90644 0.43146 -0.081 0.063 0.036 0.415
H -2.64015 5.31224 2.08756 0.011 -0.003 0.020 0.542
H -0.80175 3.78244 1.47356 -0.031 0.017 0.021 0.722
H -5.16165 2.71504 -1.10574 -0.027 0.033 0.007 0.571
H -5.78195 4.40614 -2.77974 -0.039 -0.026 -0.040 0.432
H -4.17545 5.03734 -4.55064 0.003 0.038 -0.016 0.401
H -1.91745 4.02034 -4.58024 0.062 0.018 0.001 0.464
H -1.24455 2.46234 -2.82064 -0.020 0.049 -0.034 0.802
H -4.55135 3.26624 0.77206 -0.017 0.038 0.013 0.175
H -4.94685 3.74954 3.13916 -0.060 0.100 0.051 0.455
H -3.52335 2.72844 4.87526 -0.002 0.043 0.131 0.404
H -1.73535 1.15744 4.23056 0.055 -0.082 0.070 0.445
H -1.40265 0.57324 1.86196 0.010 0.041 -0.002 0.326
C -1.72415 -6.20656 -0.85404 0.089 0.768 0.072 -1.041
Si -2.17205 -4.33776 -0.72904 -0.637 -0.716 -0.016 0.513
C -3.17275 -4.08756 0.88066 0.364 0.089 -0.498 -1.010
C -3.20905 -3.93026 -2.28294 0.362 0.089 0.520 -0.875
H -2.61555 -6.78406 -1.07454 -0.313 -0.028 -0.061 0.472
H -1.33035 -6.57806 0.08466 0.128 -0.046 0.266 0.222
H -1.00125 -6.42106 -1.63574 0.143 0.027 -0.169 0.274
H -4.01305 -4.77206 0.95796 -0.149 -0.188 -0.142 0.395
H -3.56275 -3.07216 0.91836 -0.021 0.134 -0.001 0.212
H -2.54415 -4.24596 1.75596 0.114 -0.022 -0.004 0.252
H -4.00775 -4.64876 -2.43874 -0.132 -0.267 0.109 0.337
H -2.60215 -3.91746 -3.18584 0.130 0.002 -0.059 0.296
H -3.66565 -2.95006 -2.17604 0.014 0.150 -0.035 0.105
C 3.31215 -0.19846 1.87836 0.026 -0.232 -0.002 0.362
C 2.35295 -1.24046 2.43586 -0.008 0.394 0.231 -0.864
N 2.06975 -2.22846 1.41926 0.140 -0.016 -0.061 0.614
C 2.84435 -2.46566 0.33216 0.084 -0.158 0.356 -0.273
N 2.42045 -3.37656 -0.51564 -0.668 0.314 -0.258 -0.200
C 3.29245 -3.64696 -1.64574 0.023 0.106 -0.107 -1.045
C 3.87885 -2.34666 -2.18264 0.003 -0.141 0.169 -0.844
C 4.70115 -1.70746 -1.07324 0.187 -0.123 -0.443 -0.582
N 4.01725 -1.80496 0.20126 -0.445 0.047 -0.014 0.139
C 4.48695 -0.96196 1.28226 -0.007 0.170 0.449 -1.030
H 3.64165 0.48364 2.66246 -0.020 -0.027 0.003 0.450
H 2.82795 0.37204 1.08396 -0.013 0.058 0.086 -0.455
H 1.40995 -0.77996 2.74736 0.075 -0.004 -0.070 0.365
H 2.78955 -1.71406 3.32656 -0.030 0.020 -0.107 0.342
H 1.40235 -2.96406 1.65786 0.246 -0.149 0.006 -0.330
H 2.70565 -4.15836 -2.41774 0.134 0.045 0.087 0.444
H 4.11535 -4.31246 -1.33854 -0.051 -0.030 -0.112 0.326
H 3.06015 -1.68186 -2.46674 0.030 -0.005 -0.036 0.290
H 4.51365 -2.53016 -3.04854 -0.013 0.073 -0.054 0.399
H 4.87155 -0.64956 -1.30644 0.029 -0.108 0.097 0.445
H 5.67795 -2.20626 -0.98754 -0.104 0.139 -0.063 0.347
H 5.24975 -0.28956 0.89046 -0.038 -0.023 -0.051 0.519
H 4.95365 -1.58646 2.05596 0.067 0.107 -0.062 0.247
S 0.37145 -4.86946 2.35806 -0.400 0.579 0.430 -0.385
C 0.98525 -6.11396 1.45236 0.311 0.527 -0.503 0.286
N 1.58515 -5.83166 0.24026 -0.117 -0.450 0.384 0.365
C 2.02985 -6.81266 -0.55144 0.063 -0.448 0.013 0.112
C 1.92075 -8.11846 -0.15784 -0.021 0.070 0.122 -0.734
C 1.36645 -8.34126 1.12226 0.308 0.038 -0.633 -0.071
N 0.91905 -7.38646 1.88146 -0.225 -0.245 0.407 -0.528
H 1.78095 -4.81646 -0.00824 -0.048 -0.189 0.041 0.240
H 2.48565 -6.52156 -1.48844 -0.021 0.070 0.010 0.342
H 2.28015 -8.92666 -0.76914 0.020 -0.064 -0.100 0.432
H 1.31375 -9.33986 1.53586 -0.025 -0.152 -0.042 0.418
```
Forces are in eV/Å.

Record 2
Entry from OMol25: a structure of composition C20H16BCeF2N2O3S4 (ωB97M-V/def2-TZVPD).

HOMO-LUMO gap (alpha / beta) = 0.272 / 0.277 Eh
HOMO (alpha / beta) = -0.2739 / -0.2782 hartree
2S+1 = 2
energy relative to the best compared isomer or geometry (same formula, charge and spin) = 0.0 kJ/mol
LUMO (alpha / beta) = -0.049 / -0.044 eV

```
49
Properties=species:S:1:pos:R:3:forces:R:3:mulliken_charge:R:1
Ce 0.38500 -0.62716 0.40192 -1.023 0.327 0.112 0.273
S -1.27267 -0.30265 3.03311 -0.015 0.162 0.014 -0.371
C -1.52771 1.44645 3.27417 -0.045 0.205 -0.061 0.318
C -1.63130 1.90949 4.58490 0.012 -0.047 0.015 -0.500
C -1.80260 3.25488 4.86213 -0.005 0.007 -0.004 -0.689
C -1.90182 4.16946 3.82411 0.004 -0.045 0.003 -0.631
C -1.82676 3.72308 2.51600 -0.006 0.041 -0.036 -0.427
C -1.62098 2.37611 2.22705 0.012 -0.070 0.197 0.562
S -1.51991 1.87953 0.52356 -0.011 -0.043 -0.125 -0.086
C -0.05889 2.84159 0.00463 0.154 0.084 -0.121 -1.027
C 0.56714 2.28957 -1.26136 0.020 0.132 -0.062 0.755
C 1.42411 3.07208 -2.03007 -0.128 0.061 0.130 -0.946
C 1.96091 2.52774 -3.17802 0.023 -0.222 -0.188 -0.548
C 1.59761 1.24007 -3.56639 0.144 0.375 -0.046 -0.733
C 0.73185 0.53180 -2.76070 -0.096 -0.596 -0.299 0.629
C 0.23222 -0.85061 -3.14658 -0.029 0.935 -0.042 -1.262
S 1.28263 -2.17905 -2.46148 0.334 -0.342 0.135 -0.005
C 0.09396 -3.46838 -2.27406 -0.034 -0.179 0.068 0.585
C 0.50137 -4.66886 -2.86417 -0.046 0.016 0.051 -0.648
C -0.28753 -5.79819 -2.77917 0.019 0.070 -0.007 -0.633
C -1.49242 -5.71047 -2.09197 -0.035 -0.018 0.022 -0.525
C -1.89353 -4.52448 -1.50889 -0.107 -0.036 0.002 -0.903
C -1.12241 -3.35580 -1.56652 0.125 0.076 -0.053 0.935
S -1.77057 -1.90181 -0.81507 -0.349 -0.392 -0.221 -0.428
N 0.27076 1.04429 -1.61639 -0.205 -0.071 0.110 0.103
H -1.55473 1.19284 5.39198 -0.005 0.002 -0.012 0.442
H -1.86552 3.58628 5.89045 -0.001 -0.006 -0.008 0.381
H -2.05065 5.22113 4.03118 -0.002 -0.009 -0.017 0.389
H -1.93401 4.42783 1.70006 0.001 -0.019 0.004 0.396
H 0.66375 2.83256 0.82268 0.008 -0.025 0.005 0.330
H -0.33965 3.87739 -0.18525 -0.009 0.010 0.074 0.709
H 1.65734 4.08388 -1.72565 0.002 -0.011 -0.004 0.470
H 2.64587 3.10125 -3.78928 -0.013 0.019 0.022 0.420
H 1.97313 0.80629 -4.48319 -0.001 0.000 0.017 0.460
H 0.32874 -0.97680 -4.22652 -0.030 -0.050 0.044 0.630
H -0.80145 -0.96277 -2.82041 0.033 -0.056 -0.013 0.457
H 1.45065 -4.70229 -3.38435 0.000 0.005 0.008 0.399
H 0.03030 -6.72517 -3.23604 -0.001 0.001 0.008 0.379
H -2.13188 -6.58053 -2.00585 0.013 0.003 -0.005 0.371
H -2.83513 -4.47768 -0.97700 0.016 0.018 -0.007 0.435
F 1.01190 -0.03759 4.66877 -0.023 -0.054 -0.063 -0.299
B 0.62492 -0.30827 3.39640 0.195 0.245 0.163 0.828
F 1.11312 -1.51854 2.87866 -0.030 0.028 0.184 -0.342
O 2.54112 0.70065 0.68752 0.479 0.392 0.265 -0.378
C 2.40151 0.62116 1.89338 -0.069 0.188 0.235 0.097
O 1.19201 0.77737 2.41812 0.332 -0.156 0.126 -0.251
H 3.22129 0.38424 2.57727 0.024 0.046 0.055 0.434
O 1.33584 -2.42592 0.14902 0.890 -0.802 -1.147 -0.313
N 2.00301 -1.81607 -1.00272 -0.524 -0.199 0.474 -0.246
```
Forces are in eV/Å.

Record 3
Entry from OMol25: a structure of composition C30H25GeN3NiO5 (ωB97M-V/def2-TZVPD).

HOMO-LUMO gap (alpha / beta) = 0.268 / 0.202 Eh
HOMO (alpha / beta) = -0.4000 / -0.4032 hartree
2S+1 = 4
energy relative to the best compared isomer or geometry (same formula, charge and spin) = 37.5 kJ/mol
LUMO (alpha / beta) = -3.586 / -5.482 eV
net charge = +1

```
65
Properties=species:S:1:pos:R:3:forces:R:3:mulliken_charge:R:1
Ni 0.10438 0.39658 0.11648 0.016 -0.413 0.285 0.382
O 0.82803 -1.37598 0.39300 0.194 -0.158 0.194 -0.458
C 0.38821 -2.42882 -0.11079 0.116 0.273 0.138 -0.257
C -0.79036 -2.56135 -0.88653 0.044 -0.136 0.040 1.250
C -1.09873 -3.84384 -1.37326 0.196 -0.059 0.075 -0.496
C -2.19984 -4.01406 -2.14778 -0.134 -0.085 -0.206 -0.569
C -3.03400 -2.93619 -2.47501 -0.052 -0.005 -0.076 -0.517
C -2.74997 -1.68075 -2.00602 -0.142 -0.003 -0.079 -0.569
C -1.62141 -1.45623 -1.19508 0.066 0.395 0.081 0.175
O -1.38027 -0.23776 -0.78477 -0.445 -0.085 -0.093 -0.568
N -2.52330 -5.36248 -2.65008 -0.205 0.050 0.301 1.028
O -3.52416 -5.47539 -3.32230 -0.013 0.057 -0.162 -0.609
O -1.79432 -6.27162 -2.31814 0.160 -0.001 -0.058 -0.606
H 0.97342 -3.33465 0.06546 0.051 -0.056 0.021 0.429
H -0.46524 -4.69234 -1.14528 -0.015 0.030 0.006 0.566
H -3.89357 -3.11820 -3.10635 0.004 0.010 0.034 0.520
H -3.37681 -0.83221 -2.24802 0.008 -0.051 -0.005 0.501
N -3.67230 0.34885 4.20841 0.073 0.076 -0.039 -0.341
C -2.99220 1.50176 4.43854 -0.049 0.027 -0.109 0.256
O -3.39614 2.39563 5.14543 -0.011 -0.038 0.056 -0.566
C -1.67687 1.67337 3.71470 -0.070 -0.010 0.126 0.081
C -0.74176 2.54230 4.26335 0.049 0.065 0.063 -0.150
C 0.46125 2.74956 3.61248 0.000 0.067 0.082 -0.926
C 0.69177 2.09774 2.41886 -0.085 -0.087 -0.032 0.008
N -0.22170 1.28756 1.86801 -0.281 -0.230 0.075 -0.197
C -1.38688 1.07822 2.50784 0.119 -0.011 -0.170 -0.239
H -4.53587 0.21857 4.71014 0.004 0.000 0.022 0.238
H -3.23386 -0.46189 3.80989 0.009 0.013 0.034 0.200
H -0.98419 3.04593 5.19055 0.007 -0.003 -0.012 0.504
H 1.21249 3.41609 4.01160 -0.010 -0.029 0.023 0.448
H 1.62258 2.22306 1.88069 -0.022 0.001 -0.038 0.400
H -2.10485 0.44386 2.00215 0.048 -0.025 -0.033 0.644
C 2.93472 2.91061 -0.45589 -0.136 -0.054 0.353 -1.708
Ge 1.78334 1.56387 -1.28954 0.631 0.859 -1.125 1.683
C 0.68759 2.53078 -2.59193 -0.358 0.082 0.179 0.399
C -0.70929 2.52953 -2.61781 0.163 0.142 -0.118 0.118
C -1.39585 3.32777 -3.52655 0.053 -0.056 0.031 -0.760
C -0.69298 4.13269 -4.41103 0.039 -0.006 0.001 -0.480
C 0.69590 4.13586 -4.39411 0.038 -0.029 -0.009 -0.699
C 1.38733 3.33925 -3.48980 -0.132 -0.026 -0.043 -0.463
C 2.90995 0.29187 -2.18750 -0.063 -0.503 0.059 0.790
C 4.26275 0.33661 -1.94397 0.050 -0.127 -0.010 -0.299
C 5.15099 -0.55701 -2.58371 0.016 0.150 0.118 -1.031
C 4.66800 -1.49322 -3.44590 -0.010 -0.073 -0.079 -0.810
C 3.27928 -1.59190 -3.71709 0.001 -0.006 0.006 0.646
C 2.77639 -2.57054 -4.60950 0.125 -0.014 0.022 -0.753
C 1.44160 -2.66392 -4.86497 -0.194 0.011 -0.011 -0.847
C 0.54106 -1.77460 -4.23727 -0.007 -0.117 -0.079 -0.838
C 0.99997 -0.82155 -3.37487 0.102 0.087 0.143 -0.092
C 2.38244 -0.70005 -3.07994 0.052 0.041 -0.060 -0.023
H 3.52978 3.32284 -1.27287 0.018 0.021 0.047 0.511
H 3.60259 2.51136 0.30762 0.003 0.028 -0.047 0.490
H 2.32868 3.71054 -0.03022 0.046 0.000 -0.034 0.423
H -1.27638 1.90048 -1.94313 -0.010 -0.024 0.035 0.155
H -2.47911 3.32221 -3.54199 0.038 -0.005 0.007 0.421
H -1.22595 4.75591 -5.11782 0.016 -0.010 0.021 0.389
H 1.24609 4.75990 -5.08768 -0.023 -0.028 0.009 0.401
H 2.47284 3.33993 -3.50551 -0.036 0.032 0.015 0.297
H 4.67235 1.06994 -1.25861 -0.002 -0.047 -0.011 0.370
H 6.21174 -0.49917 -2.37739 -0.016 0.036 -0.021 0.406
H 5.34608 -2.17956 -3.94076 -0.043 -0.002 0.022 0.411
H 3.47426 -3.24696 -5.08971 -0.003 0.037 0.016 0.417
H 1.06996 -3.41033 -5.55568 -0.005 0.019 0.033 0.428
H -0.51997 -1.84365 -4.44989 0.043 0.006 -0.008 0.537
H 0.29814 -0.12812 -2.92613 -0.028 -0.003 -0.002 -0.048
```
Forces are in eV/Å.

Record 4
Entry from OMol25: the molecule C4H6N2OS (ωB97M-V/def2-TZVPD).

HOMO-LUMO gap = 0.335 Eh
HOMO = -0.3114 hartree
energy relative to the best compared isomer or geometry (same formula, charge and spin) = 547.1 kJ/mol
LUMO = 0.640 eV
SMILES string = C#CCN(O)/C=N\S

```
14
Properties=species:S:1:pos:R:3:forces:R:3:mulliken_charge:R:1
C -1.03602 -0.85040 -0.42108 -0.505 -0.695 0.278 0.120
C 1.05964 0.23915 -0.94801 0.190 0.065 0.407 -0.742
C 1.85277 -0.13645 0.24297 -0.196 -0.024 -0.237 -0.347
C 2.41826 -0.44211 1.25342 0.078 -0.016 -0.064 0.100
H -2.70590 1.25210 0.24058 -0.011 -0.001 -0.014 0.148
H -0.47263 -1.75036 -0.70018 -0.007 0.361 -0.025 0.329
H -0.16855 0.98905 1.15654 -0.281 0.274 -0.547 0.343
H 1.39609 1.20280 -1.31668 0.037 0.096 -0.089 0.284
H 1.18494 -0.48910 -1.74054 0.030 -0.137 -0.129 0.402
H 2.96780 -0.73280 2.11434 -0.007 0.006 0.096 0.402
N -2.21254 -1.07383 0.01429 0.550 0.579 -0.191 -0.419
N -0.35625 0.35534 -0.64953 -0.252 -0.117 -0.091 -0.088
O -0.56610 1.34099 0.32204 0.336 -0.200 0.651 -0.415
S -3.36151 0.09563 0.43184 0.038 -0.191 -0.046 -0.117
```
Forces are in eV/Å.

Record 5
Entry from OMol25: a cluster of 2 separate species, HN2O4S in total (ωB97M-V/def2-TZVPD).

HOMO-LUMO gap = 0.247 Eh
HOMO = -0.1596 hartree
energy relative to the best compared isomer or geometry (same formula, charge and spin) = 166.6 kJ/mol
LUMO = 2.392 eV
net charge = -1

```
8
Properties=species:S:1:pos:R:3:forces:R:3:mulliken_charge:R:1
N 1.77044 -1.46498 -1.24950 0.857 0.024 -0.961 -0.821
N 0.82117 -1.12653 -0.47124 -0.274 -0.286 0.349 1.130
O 0.30662 -1.93732 0.34130 -0.306 -0.480 0.434 -0.738
O -2.49712 2.55306 0.04148 0.185 -0.636 0.224 -0.418
O 0.38229 0.04883 -0.51142 -0.126 0.662 -0.068 -0.732
O -0.98835 2.59721 1.93581 -0.143 -0.589 -0.156 -0.406
S -1.75285 1.78993 1.01706 0.185 0.980 -0.193 0.794
H 1.95778 -2.46021 -1.10350 -0.377 0.323 0.372 0.191
```
Forces are in eV/Å.

> energy relative to the best compared isomer or geometry (same formula, charge and spin) of number 4 (C4H6N2OS)?

547.1 kJ/mol